{
  "formula": "C42H103F3N6O15S",
  "method": "ωB97M-V/def2-TZVPD",
  "charge": 3,
  "e_tot_ha": -3815.51899,
  "orbital_gap_ev": [2.319, 5.506],
  "s_squared": 0.751,
  "spin_multiplicity": 2,
  "elements": ["C", "O", "C", "C", "N", "H", "H", "C", "C", "O", "C", "H", "H", "H", "H", "H", "H", "H", "H", "H", "H", "H", "H", "H", "H", "C", "O", "C", "C", "N", "H", "H", "C", "C", "O", "C", "H", "H", "H", "H", "H", "H", "H", "H", "H", "H", "H", "H", "H", "H", "C", "O", "C", "C", "N", "H", "H", "C", "C", "O", "C", "H", "H", "H", "H", "H", "H", "H", "H", "H", "H", "H", "H", "H", "H", "C", "O", "C", "C", "N", "H", "H", "C", "C", "O", "C", "H", "H", "H", "H", "H", "H", "H", "H", "H", "H", "H", "H", "H", "H", "C", "O", "C", "C", "N", "H", "H", "C", "C", "O", "C", "H", "H", "H", "H", "H", "H", "H", "H", "H", "H", "H", "H", "H", "H", "C", "C", "C", "N", "C", "C", "C", "C", "C", "C", "H", "H", "H", "H", "H", "H", "H", "H", "H", "H", "H", "H", "H", "H", "H", "H", "H", "H", "H", "H", "C", "C", "O", "O", "H", "H", "H", "C", "F", "F", "F", "S", "O", "O", "O"],
  "xyz": [[3.4244, -2.2972, 2.4025], [4.0426, -1.6646, 1.2983], [3.7282, -0.3705, 0.7798], [4.9878, 0.3891, 0.2986], [6.2042, 0.1303, 1.1798], [6.1677, -0.7915, 1.5909], [6.9983, 0.0709, 0.5585], [6.4593, 1.1836, 2.3300], [6.8066, 0.4236, 3.6788], [7.6099, -0.6744, 3.2958], [7.6330, -1.7326, 4.3003], [3.8383, -3.3037, 2.4637], [2.3349, -2.2768, 2.3748], [3.6480, -1.6746, 3.2688], [3.0279, 0.1125, 1.4613], [3.2281, -0.4959, -0.1805], [4.8996, 1.4662, 0.1567], [5.2433, -0.0144, -0.6812], [5.6233, 1.8725, 2.4508], [7.2674, 1.8620, 2.0563], [5.9265, 0.0346, 4.1908], [7.3090, 1.2227, 4.2238], [7.7785, -1.3637, 5.3156], [8.5497, -2.3097, 4.1795], [6.7907, -2.4165, 4.1959], [-4.6306, -2.9124, 5.9528], [-3.3132, -2.6986, 5.3521], [-2.3359, -3.6639, 5.4780], [-0.9980, -3.3493, 4.7666], [-0.3853, -2.1320, 5.4362], [-0.5941, -2.0323, 6.4193], [0.6195, -2.2227, 5.4830], [-0.5344, -0.8177, 4.7295], [0.0595, 0.3326, 5.6046], [-0.6457, 0.4975, 6.8548], [-0.0451, 1.2904, 7.7602], [-4.9744, -3.8665, 5.5534], [-5.2232, -2.0571, 5.6284], [-4.5040, -2.9861, 7.0329], [-2.6318, -4.6231, 5.0532], [-2.1811, -3.8901, 6.5329], [-1.0994, -3.1310, 3.7035], [-0.3415, -4.2123, 4.8779], [-1.6217, -0.7735, 4.6671], [-0.0412, -1.0459, 3.7847], [0.0564, 1.2901, 5.0838], [1.1398, 0.2042, 5.6725], [1.0357, 1.1497, 7.7411], [-0.5162, 0.9674, 8.6885], [-0.3355, 2.3169, 7.5367], [0.3879, 1.4368, -6.4012], [-1.0132, 1.0898, -6.2199], [-1.2431, 1.2545, -4.8611], [-0.9046, -0.0856, -4.1018], [-1.8501, -1.2462, -4.2628], [-2.7986, -0.9908, -4.0279], [-1.9124, -1.5837, -5.2128], [-1.5551, -2.5694, -3.5186], [-2.9268, -3.3119, -3.3553], [-4.0280, -2.4729, -2.9171], [-3.9619, -2.0576, -1.5717], [0.7895, 2.2563, -5.8051], [0.7529, 1.5653, -7.4202], [0.9356, 0.5351, -6.1275], [-2.3207, 1.2546, -4.6970], [-0.7465, 2.0782, -4.3482], [-0.9782, 0.1564, -3.0416], [0.0165, -0.5449, -4.4607], [-1.1130, -2.4683, -2.5274], [-0.7408, -3.1490, -3.9535], [-2.8704, -4.1201, -2.6261], [-3.1193, -3.8493, -4.2839], [-3.5714, -2.9077, -1.0123], [-5.0268, -1.8769, -1.4251], [-3.3121, -1.2373, -1.2668], [0.5911, -5.3971, -2.6803], [0.6536, -4.9065, -3.9925], [0.6129, -6.0183, -4.9095], [-0.4334, -5.6681, -5.9982], [0.0787, -4.3868, -6.6850], [-0.6838, -3.7626, -6.9064], [0.6098, -3.9200, -5.9639], [0.9805, -4.5580, -7.9297], [1.1566, -3.2436, -8.7035], [2.4053, -2.7112, -8.2716], [2.7125, -1.4529, -8.6932], [-0.4408, -5.5503, -2.3647], [0.9331, -4.5943, -2.0270], [1.2173, -6.2824, -2.5700], [0.2671, -6.9592, -4.4817], [1.6020, -6.2126, -5.3243], [-1.3252, -5.2140, -5.5662], [-0.5236, -6.3072, -6.8765], [0.4328, -5.2384, -8.5818], [1.9461, -4.8146, -7.4940], [0.3509, -2.5095, -8.6898], [1.3813, -3.4187, -9.7557], [2.0312, -0.6947, -8.3071], [2.9720, -1.2039, -9.7222], [3.6934, -1.3061, -8.2411], [-4.2050, -0.9182, 2.4822], [-4.1663, 0.4405, 2.1142], [-4.9078, 0.7693, 0.9037], [-4.2815, 2.0316, 0.2674], [-2.9871, 1.6722, -0.4000], [-2.5239, 0.9297, 0.1042], [-3.2308, 1.2070, -1.2627], [-1.9106, 2.7158, -0.7036], [-2.3133, 3.5004, -1.9369], [-1.1352, 4.2631, -1.9252], [-1.1657, 5.2349, -2.9751], [-5.2071, -1.3008, 2.6756], [-3.8390, -1.0882, 3.4948], [-3.5383, -1.5162, 1.8609], [-5.8931, 1.0322, 1.2887], [-5.0743, -0.1082, 0.2790], [-3.9127, 2.6422, 1.0916], [-4.8228, 2.6147, -0.4777], [-1.1745, 1.9471, -0.9390], [-1.8882, 3.1145, 0.3106], [-3.2789, 4.0029, -1.8802], [-2.3192, 2.8764, -2.8305], [-1.1250, 4.7817, -3.9656], [-0.2765, 5.8520, -2.8461], [-2.1241, 5.7148, -3.1731], [0.6024, 2.8669, 2.2763], [0.3415, 4.4122, 2.4956], [0.0020, 5.1408, 1.1352], [-0.2515, 6.6939, 1.4445], [-0.8773, 7.3520, 0.1896], [-1.2353, 8.9504, 0.3573], [-2.3085, 8.9091, 1.5067], [-1.7605, 8.2721, 2.7512], [-1.2986, 6.8148, 2.6511], [1.0876, 7.4022, 1.9410], [0.6075, 2.3405, 3.2308], [1.5370, 2.5623, 1.8052], [-0.2250, 2.4992, 1.6695], [1.1437, 4.9283, 3.0229], [-0.5578, 4.4816, 3.1076], [-0.9630, 4.9526, 0.6646], [0.8539, 5.0098, 0.4680], [-1.8618, 6.9549, -0.0576], [-0.1756, 7.0441, -0.5855], [-1.7034, 9.3095, -0.5592], [-0.3081, 9.5059, 0.4975], [-3.2047, 8.4956, 1.0441], [-2.8088, 9.8657, 1.6574], [-2.5251, 8.3425, 3.5249], [-1.0025, 8.8834, 3.2408], [-2.1787, 6.2008, 2.4600], [-0.9744, 6.4321, 3.6189], [0.9236, 8.4419, 1.6579], [1.7690, 7.0337, 1.1743], [1.1908, 7.1155, 2.9876], [-0.5466, -2.5840, 0.6952], [-0.5971, -1.0414, 0.4711], [-0.9133, -0.5888, -0.6629], [-0.6541, -0.2659, 1.4619], [-0.0509, -2.7986, 1.6420], [0.0613, -3.0153, -0.1001], [-1.5412, -3.0293, 0.7184], [1.1760, -6.1384, 1.4251], [1.3628, -5.6261, 2.6730], [-0.1143, -6.0835, 1.2135], [1.7202, -5.3613, 0.4700], [1.8705, -7.9534, 1.2106], [1.6183, -8.2551, -0.2508], [3.3070, -7.8794, 1.5698], [1.1674, -8.8456, 2.1265]],
  "atomic_forces_ev_per_a": [[-0.31, 1.41, 0.35], [1.44, 0.36, -1.58], [-0.60, -0.90, 0.20], [0.63, -0.82, 0.66], [-0.52, 2.10, 0.45], [-0.36, -0.65, 0.47], [0.57, 0.28, 0.04], [0.08, -1.25, 0.29], [-0.18, 0.32, -2.14], [-0.03, -0.22, 0.92], [1.04, 0.02, -0.17], [-0.20, 0.17, 0.05], [-0.17, -0.43, -0.59], [0.34, -0.32, 0.62], [0.30, 0.59, 0.09], [-0.65, -0.13, 0.14], [-0.34, -0.09, 0.30], [0.11, -0.12, 0.11], [-0.48, -0.57, -0.16], [0.31, -0.61, -0.33], [-0.23, 0.39, 0.09], [0.21, -0.44, 0.70], [-0.62, 0.42, -0.01], [-0.09, 0.02, -0.62], [-0.19, 0.27, 0.08], [1.77, -0.66, -0.55], [-0.20, 1.63, -0.67], [0.13, -1.29, -0.13], [-1.24, 0.53, 1.05], [1.80, -0.02, 0.14], [-0.98, -0.10, 0.48], [0.58, -0.68, -0.10], [-0.97, 0.03, 1.23], [-0.69, 0.20, -0.33], [-0.47, -3.54, -4.05], [0.27, 1.22, 1.43], [-0.53, 0.11, 0.11], [-0.04, -0.28, 0.24], [-0.30, 0.17, 0.05], [-0.31, -0.24, -0.22], [0.48, 0.04, 0.35], [-0.14, 0.14, 0.10], [0.08, 0.17, 0.13], [0.08, 0.71, -0.64], [-0.28, 1.06, -0.32], [-0.65, 0.03, -0.51], [0.33, -0.57, 0.91], [0.16, 0.20, 0.44], [0.57, 0.50, 0.43], [0.42, 0.45, 0.34], [0.69, -1.70, -0.55], [1.60, 2.27, -0.29], [-1.46, -3.48, 0.63], [0.15, 0.14, 0.23], [0.20, -0.50, 1.43], [-0.70, 0.16, 0.42], [0.32, -0.25, -2.16], [-0.80, 0.14, 1.62], [0.51, 0.11, 0.30], [1.74, 0.02, -1.99], [-0.60, -1.21, -0.08], [-0.62, 0.23, 0.13], [-1.09, 0.32, -0.31], [0.35, -0.05, 0.43], [-0.33, 0.95, -0.25], [0.11, 0.13, -0.25], [0.75, -0.40, 0.24], [0.49, 0.45, 0.50], [-0.37, 1.29, 0.22], [-0.55, 0.01, -1.11], [0.58, 0.01, 0.29], [-0.85, 0.64, -0.24], [-0.39, -0.13, 0.59], [0.18, 0.23, 0.97], [0.19, 0.47, -0.68], [0.11, 0.63, 1.29], [-0.02, -1.12, -1.57], [-1.24, 0.22, -0.88], [1.68, 2.03, -0.76], [1.57, -0.82, -0.72], [-1.03, 0.78, -0.09], [0.25, 0.78, 0.31], [-1.37, 1.21, 0.62], [1.71, -0.01, -0.59], [-0.98, -1.32, 0.74], [1.79, 1.91, 0.63], [-0.17, -0.60, -0.14], [0.40, -0.11, 0.04], [-0.17, 0.02, 0.41], [0.07, 0.14, 0.52], [0.08, 0.13, -0.10], [-0.50, -1.12, 0.19], [-0.55, -0.73, 0.79], [0.58, -0.51, 0.26], [-0.04, -0.65, -0.76], [-0.25, -0.07, 0.54], [-0.78, -0.72, -0.31], [-0.25, 0.09, -0.01], [-0.80, -0.85, -0.71], [0.00, 0.51, 0.36], [0.16, -0.52, 0.95], [0.23, 0.71, -1.13], [-0.53, 0.37, 1.60], [1.45, -0.60, 0.56], [-0.91, -0.76, -0.73], [0.64, -0.70, 0.81], [0.01, -0.32, -0.62], [-3.11, -3.47, 0.44], [1.61, -0.63, 1.45], [-0.78, 2.17, -1.44], [0.52, -0.46, -0.99], [-0.40, -0.12, -1.11], [0.66, 0.83, 0.10], [-0.46, -0.25, -0.41], [-0.30, 0.27, -0.43], [0.50, 0.10, -0.39], [-0.69, 0.33, 0.17], [-0.57, -0.26, 0.45], [1.20, 0.93, 0.16], [0.90, 1.05, -0.65], [0.15, 0.64, 0.18], [-0.20, -0.34, -0.04], [0.83, -0.73, -0.12], [-0.50, 0.35, -0.09], [-0.13, 0.78, 1.32], [-0.33, 1.08, 0.16], [-0.73, -0.91, -1.33], [0.05, 1.69, 2.09], [-0.64, -0.53, 1.95], [0.40, 1.69, 0.29], [-0.01, -2.54, 0.62], [0.53, 1.13, -1.82], [-0.41, 0.01, 1.21], [-0.40, 0.82, -1.26], [-2.39, -0.80, -2.52], [-0.29, 0.13, -0.01], [0.04, 0.52, -0.29], [0.18, -0.43, 0.15], [0.10, -0.11, -0.18], [0.17, -0.14, 0.16], [0.40, -0.89, 0.07], [-0.29, 0.44, -0.35], [0.22, -0.78, 0.44], [-0.06, 0.55, -0.27], [0.18, -0.25, -0.11], [-0.32, 0.27, 0.38], [0.11, -1.34, 0.23], [0.97, 0.60, 0.61], [-0.29, -0.52, 0.06], [0.44, 0.15, -0.51], [0.12, -0.19, -0.78], [0.92, 0.27, -0.35], [0.24, 0.05, 1.01], [0.71, -0.15, 0.79], [0.50, 0.42, -0.40], [1.15, 1.12, -0.21], [-2.60, 0.70, 0.53], [0.36, -0.55, -1.12], [0.95, -0.50, 0.94], [-0.01, -0.07, 0.01], [-0.22, -0.32, 0.01], [-0.02, 0.19, -0.20], [0.96, -2.07, -0.21], [0.47, 0.35, -0.54], [-1.63, -0.02, -0.11], [0.51, 0.63, 0.59], [1.91, -2.83, -1.51], [0.11, 1.66, 2.97], [-1.96, 1.21, -0.70], [-0.49, 1.65, -0.57]]
}